# 1
Here is C4H9NO2 as an isolated structure in a non-equilibrium geometry from the Open Molecules 2025 dataset. Energies are from ωB97M-V/def2-TZVPD.

ORCA input file:
```
! wB97M-V def2-TZVPD RIJCOSX def2/J DEFGRID3
* xyz -2 1
C 0.92 1.19 1.06
O 0.24 2.19 0.53
C 0.96 -0.16 0.10
C -0.29 -0.77 -0.55
C -1.70 -0.45 -0.04
O -2.72 -0.62 -0.96
N 2.32 -1.41 -0.22
H 0.51 0.72 1.99
H 1.96 1.42 1.28
H 1.62 -0.89 0.78
H -0.16 -1.86 -0.49
H -0.24 -0.57 -1.63
H -1.81 -1.08 0.89
H -1.77 0.57 0.37
H 1.58 0.17 -0.73
H 3.13 -0.83 -0.47
*
```

The total energy comes out at -362.7237 hartree. As for the strongest force on any atom: 3.10 eV Å⁻¹. Its LUMO energy is 7.16 eV. Its HOMO energy is 1.31 eV. As for the energy above the lowest of the compared OMol25 structures with the same formula, charge and spin: 5.137 eV.


# 2
Here is an isolated molecule of C29H46F3INO8P in a non-equilibrium geometry from the Open Molecules 2025 dataset. Energies are from ωB97M-V/def2-TZVPD.

ORCA input file:
```
! wB97M-V def2-TZVPD RIJCOSX def2/J DEFGRID3
* xyz 0 1
C 4.40 -4.42 2.13
C 2.90 -4.01 2.29
O 2.57 -3.02 2.85
O 1.88 -4.82 1.75
C 1.68 -4.34 0.39
C 0.65 -5.23 -0.40
C -0.77 -4.55 -0.24
C -1.25 -3.78 -1.55
C -2.12 -2.55 -1.05
C -1.41 -1.19 -1.36
C -2.11 0.12 -0.74
C -1.07 0.54 0.41
C -0.80 -0.58 1.47
C -0.62 -0.04 2.95
I -1.92 -1.16 4.32
C -3.51 -0.27 -0.17
C -4.39 0.93 0.38
C -3.89 1.50 1.77
C -5.08 1.37 2.81
O -5.24 -0.07 3.03
C -6.29 -0.33 3.89
O -7.41 -0.05 3.60
O -2.13 1.02 -1.85
C -2.28 2.39 -1.55
C -1.06 3.31 -2.08
O -0.06 2.58 -2.77
C 1.18 2.36 -2.12
C 2.19 3.51 -2.54
O 3.55 3.10 -2.61
C 4.11 2.81 -1.38
C 3.71 3.36 -0.12
C 4.35 2.94 1.11
C 5.39 1.95 1.09
C 5.81 1.42 -0.18
C 5.19 1.83 -1.40
C 1.75 1.02 -2.76
O 2.43 0.24 -1.75
C 2.78 -1.00 -2.16
F 4.10 -1.27 -1.93
F 2.54 -1.26 -3.47
F 2.09 -1.93 -1.42
P -0.54 4.44 -0.67
N -0.42 5.93 -1.25
H 5.04 -3.55 1.85
H 4.71 -4.82 3.13
H 4.52 -5.23 1.37
H 1.34 -3.28 0.48
H 2.66 -4.36 -0.16
H 0.61 -6.20 0.16
H 0.91 -5.35 -1.48
H -1.54 -5.30 0.06
H -0.69 -3.86 0.64
H -1.94 -4.49 -2.07
H -0.40 -3.45 -2.19
H -2.36 -2.73 0.02
H -3.09 -2.57 -1.62
H -1.38 -1.11 -2.48
H -0.33 -1.24 -1.06
H -0.11 0.70 -0.14
H -1.34 1.51 0.90
H 0.19 -1.05 1.21
H -1.54 -1.41 1.48
H 0.41 -0.23 3.33
H -0.94 1.02 3.05
H -3.47 -0.99 0.68
H -4.10 -0.69 -1.03
H -5.40 0.49 0.59
H -4.58 1.73 -0.37
H -3.07 0.87 2.19
H -3.65 2.59 1.74
H -4.86 1.86 3.78
H -6.03 1.74 2.34
H -6.06 -0.86 4.85
H -2.46 2.65 -0.48
H -3.21 2.74 -2.08
H -1.52 4.00 -2.83
H 1.15 2.16 -1.03
H 2.04 4.42 -1.91
H 1.89 3.82 -3.58
H 2.91 4.12 -0.05
H 3.99 3.37 2.06
H 5.87 1.62 2.03
H 6.62 0.65 -0.25
H 5.52 1.42 -2.38
H 0.83 0.44 -3.05
H 2.32 1.19 -3.69
H 0.70 4.13 -0.06
H -1.56 4.45 0.34
H 0.53 6.28 -1.07
*
```

The total energy comes out at -2727.7394 hartree. As for the strongest force on any atom: 3.58 eV Å⁻¹. Its SMILES is CC(=O)OCCCCCC[C@](CCCI)(CCCCOC=O)OC[C@H](O[C@H](COc1ccccc1)COC(F)(F)F)[PH2]=N. Its LUMO energy is 0.16 eV. Its HOMO energy is -8.73 eV.


# 3
Here is a 2-piece molecular cluster, C25H26N overall in a non-equilibrium geometry from the Open Molecules 2025 dataset. Energies are from ωB97M-V/def2-TZVPD.

ORCA input file:
```
! wB97M-V def2-TZVPD RIJCOSX def2/J DEFGRID3
* xyz 1 1
C 0.17 0.00 -2.55
N -0.72 -0.01 -1.39
C -1.47 -1.25 -1.20
C -2.84 -1.36 -1.88
C -3.69 -0.12 -1.62
C -2.94 1.16 -2.01
C -1.56 1.20 -1.36
H -0.28 0.53 -3.40
H 1.10 0.53 -2.26
H 0.44 -1.02 -2.87
H -0.81 -2.08 -1.52
H -1.60 -1.37 -0.11
H -2.71 -1.52 -2.96
H -3.33 -2.25 -1.47
H -4.63 -0.19 -2.19
H -3.95 -0.07 -0.56
H -2.88 1.26 -3.10
H -3.49 2.04 -1.64
H -1.73 1.40 -0.31
H -0.94 2.03 -1.73
C 0.59 -0.04 0.71
C -0.36 -0.02 1.81
C -1.23 1.07 1.98
C -2.03 1.21 3.11
C -1.85 0.35 4.20
C -0.99 -0.75 4.06
C -0.30 -0.97 2.87
C 1.37 -1.21 0.35
C 2.62 -0.77 -0.22
C 3.63 -1.66 -0.55
C 3.39 -3.04 -0.38
C 2.16 -3.48 0.15
C 1.15 -2.58 0.54
C 2.62 0.69 -0.21
C 1.38 1.13 0.36
C 1.21 2.48 0.67
C 2.22 3.38 0.31
C 3.42 2.95 -0.27
C 3.65 1.58 -0.50
H -1.28 1.84 1.21
H -2.75 2.03 3.14
H -2.38 0.53 5.13
H -0.84 -1.43 4.90
H 0.34 -1.85 2.78
H 4.58 -1.27 -0.90
H 4.14 -3.76 -0.69
H 1.98 -4.55 0.27
H 0.21 -2.93 0.96
H 0.32 2.84 1.19
H 2.07 4.45 0.49
H 4.20 3.67 -0.52
H 4.60 1.18 -0.84
*
```

The total energy comes out at -1022.7462 hartree. As for the strongest force on any atom: 1.55 eV Å⁻¹. Its LUMO energy is -5.15 eV. Its HOMO energy is -11.58 eV. As for the energy above the lowest of the compared OMol25 structures with the same formula, charge and spin: 0.213 eV.


# 4
Here is a 2-piece molecular cluster, C4H11N2O overall in a non-equilibrium geometry from the Open Molecules 2025 dataset. Energies are from ωB97M-V/def2-TZVPD.

ORCA input file:
```
! wB97M-V def2-TZVPD RIJCOSX def2/J DEFGRID3
* xyz -1 1
C 0.36 -1.98 1.90
C -0.85 1.81 -1.70
C 0.58 -0.01 -2.19
C 0.54 -0.45 1.61
N -0.61 0.52 -2.06
N -0.80 0.02 1.27
O -0.80 1.43 1.06
H -0.22 -2.02 2.88
H 0.00 -2.42 1.07
H 1.34 -2.46 2.14
H -1.84 2.16 -2.12
H -0.18 2.56 -2.14
H -0.78 1.96 -0.56
H 1.52 0.62 -2.37
H 0.70 -1.05 -2.61
H -1.26 -0.40 0.53
H 0.94 0.24 2.44
H 1.37 -0.53 0.86
*
```

The total energy comes out at -343.6056 hartree. As for the strongest force on any atom: 6.25 eV Å⁻¹. Its LUMO energy (spin up / spin down) is 4.12 / 4.12 eV. Its HOMO energy (spin up / spin down) is -1.56 / -1.56 eV. As for the energy above the lowest of the compared OMol25 structures with the same formula, charge and spin: 4.505 eV.


# 5
Here is an isolated molecule of C18H16N2O3S from the Open Molecules 2025 dataset. Energies are from ωB97M-V/def2-TZVPD.

ORCA input file:
```
! wB97M-V def2-TZVPD RIJCOSX def2/J DEFGRID3
* xyz 0 1
C -7.21 -0.12 -0.69
H -6.73 -0.64 -1.52
O -6.55 1.08 -0.38
C -5.25 1.02 0.03
C -4.65 2.24 0.34
C -3.35 2.29 0.77
C -2.60 1.12 0.89
C -3.19 -0.09 0.57
C -4.52 -0.15 0.15
H -4.93 -1.12 -0.06
C -2.46 -1.38 0.71
O -3.03 -2.40 1.06
C -1.02 -1.37 0.40
C -0.13 -2.34 0.82
N 1.09 -2.04 0.33
C 1.01 -0.90 -0.43
C -0.29 -0.46 -0.40
H -0.67 0.39 -0.92
C 2.12 -0.25 -1.15
O 1.95 0.72 -1.86
N 3.35 -0.81 -0.98
H 3.51 -1.52 -0.28
C 4.54 -0.18 -1.52
C 5.47 0.26 -0.44
C 6.81 0.46 -0.51
C 7.37 0.90 0.72
C 6.45 1.01 1.70
S 4.87 0.60 1.15
H 6.58 1.31 2.72
H 8.42 1.12 0.85
H 7.39 0.31 -1.41
H 4.18 0.68 -2.09
H 5.06 -0.86 -2.20
H 1.92 -2.59 0.48
H -0.30 -3.19 1.44
H -1.59 1.16 1.25
H -2.90 3.24 1.02
H -5.24 3.14 0.23
H -8.22 0.16 -0.97
H -7.25 -0.79 0.18
*
```

The total energy comes out at -1428.9450 hartree. As for the strongest force on any atom: 0.75 eV Å⁻¹. Its SMILES is COc1cccc(C(=O)c2c[nH]c(C(=O)NCc3cccs3)c2)c1. Its LUMO energy is 0.36 eV. Its HOMO energy is -8.64 eV. As for the energy above the lowest of the compared OMol25 structures with the same formula, charge and spin: 1.982 eV.


# 6
Here is an isolated molecule of FOPS in a non-equilibrium geometry from the Open Molecules 2025 dataset. Energies are from ωB97M-V/def2-TZVPD.

ORCA input file:
```
! wB97M-V def2-TZVPD RIJCOSX def2/J DEFGRID3
* xyz 0 1
O 1.05 1.91 0.20
F -1.67 -2.01 -0.60
P 1.36 0.63 0.76
S -0.74 -0.54 -0.35
*
```

The total energy comes out at -914.5651 hartree. As for the strongest force on any atom: 2.78 eV Å⁻¹. Its SMILES is O=PSF. Its LUMO energy (spin up / spin down) is -2.21 / -2.21 eV. Its HOMO energy (spin up / spin down) is -9.37 / -9.37 eV. As for the energy above the lowest of the compared OMol25 structures with the same formula, charge and spin: 3.635 eV.


# 7
Here is C52H49N10O5Rb as an isolated structure from the Open Molecules 2025 dataset. Energies are from ωB97M-V/def2-TZVPD.

ORCA input file:
```
! wB97M-V def2-TZVPD RIJCOSX def2/J DEFGRID3
* xyz -2 1
Rb 0.56 0.39 1.06
O 0.92 0.05 -1.93
C 1.61 0.46 -3.09
C 1.37 -0.16 -4.30
C 2.08 0.17 -5.47
C 3.07 1.16 -5.37
C 3.31 1.80 -4.18
C 2.59 1.50 -2.97
C 2.86 2.27 -1.81
N 2.27 2.20 -0.63
C 2.74 3.13 0.38
C 1.58 3.77 1.14
N 1.20 2.96 2.28
C 1.17 3.49 3.43
C 0.76 2.84 4.67
C 0.67 3.64 5.81
C 0.18 3.18 7.02
C -0.30 1.86 7.07
C -0.23 1.04 5.97
C 0.37 1.45 4.72
O 0.53 0.64 3.75
H 0.60 -0.92 -4.35
H 1.87 -0.34 -6.40
H 3.64 1.44 -6.25
H 4.06 2.58 -4.13
H 3.65 3.02 -1.96
H 3.37 3.92 -0.05
H 3.35 2.59 1.13
H 0.72 3.82 0.46
H 1.84 4.80 1.44
H 1.42 4.56 3.54
H 0.99 4.67 5.73
H 0.11 3.83 7.89
H -0.77 1.49 7.98
H -0.67 0.05 5.99
C 0.63 -6.92 -1.58
O 1.80 -6.97 -2.41
C 1.76 -6.18 -3.52
C 1.80 -6.80 -4.76
C 1.78 -6.04 -5.93
C 1.73 -4.66 -5.83
C 1.72 -4.04 -4.59
C 1.73 -4.79 -3.42
N 1.79 -4.22 -2.14
C 1.16 -3.07 -1.67
N 0.09 -2.69 -2.44
C -0.79 -1.60 -2.28
C -0.39 -0.27 -2.12
C -1.33 0.74 -2.15
C -2.67 0.47 -2.34
C -3.08 -0.85 -2.52
C -2.14 -1.86 -2.49
O -2.47 -3.19 -2.69
C -3.44 -3.43 -3.70
N 1.53 -2.46 -0.62
C 2.61 -2.97 0.12
C 2.51 -4.13 0.87
C 3.57 -4.60 1.64
C 4.76 -3.88 1.68
C 4.88 -2.71 0.93
C 3.83 -2.26 0.15
O 3.89 -1.17 -0.63
C 5.08 -0.40 -0.55
H 0.46 -7.93 -1.19
H -0.25 -6.61 -2.15
H 0.76 -6.24 -0.74
H 1.84 -7.88 -4.80
H 1.81 -6.53 -6.89
H 1.73 -4.06 -6.73
H 1.74 -2.96 -4.52
H 2.39 -4.68 -1.47
H -0.36 -3.46 -2.90
H -0.98 1.76 -2.00
H -3.40 1.27 -2.32
H -4.13 -1.08 -2.66
H -3.47 -4.51 -3.84
H -3.16 -2.94 -4.64
H -4.44 -3.09 -3.41
H 1.56 -4.64 0.90
H 3.46 -5.49 2.24
H 5.59 -4.22 2.29
H 5.82 -2.16 0.96
H 4.93 0.46 -1.20
H 5.95 -0.97 -0.89
H 5.26 -0.04 0.47
C -4.47 1.89 1.76
C -3.34 1.24 1.27
N -2.44 1.86 0.50
C -2.63 3.15 0.25
C -3.73 3.93 0.68
C -4.68 3.23 1.45
C -3.85 5.27 0.18
C -4.69 6.35 0.47
C -5.51 6.72 1.56
C -6.29 7.92 1.48
C -7.02 8.31 2.56
N -7.07 7.61 3.73
C -6.33 6.50 3.70
N -5.58 6.01 2.73
H -5.18 1.35 2.36
H -3.17 0.18 1.46
H -1.87 3.62 -0.38
H -5.55 3.74 1.81
H -3.18 5.46 -0.66
H -4.65 7.14 -0.28
H -6.29 8.51 0.57
H -7.61 9.22 2.53
H -6.35 5.91 4.62
N 0.67 -2.14 5.02
C -0.54 -2.68 4.66
C -0.45 -2.88 3.32
N 0.77 -2.45 2.84
C 1.40 -1.99 3.89
H 0.88 -1.69 5.89
H -1.33 -2.85 5.37
H -1.20 -3.30 2.65
H 2.38 -1.53 3.89
*
```

The total energy comes out at -2958.7573 hartree. As for the strongest force on any atom: 0.70 eV Å⁻¹. Its LUMO energy (spin up / spin down) is 3.32 / 3.32 eV. Its HOMO energy (spin up / spin down) is -0.24 / 0.15 eV. As for the energy above the lowest of the compared OMol25 structures with the same formula, charge and spin: 0.198 eV.


# 8
Here is an isolated molecule of C3H4N2O2 in a non-equilibrium geometry from the Open Molecules 2025 dataset. Energies are from ωB97M-V/def2-TZVPD.

ORCA input file:
```
! wB97M-V def2-TZVPD RIJCOSX def2/J DEFGRID3
* xyz 0 1
N -1.71 -0.47 0.14
C -0.45 0.03 -0.14
C -0.01 1.28 -0.01
O 1.39 1.25 0.08
C 1.82 -0.12 0.06
O 2.93 -0.54 0.13
N 0.63 -0.82 -0.18
H -2.07 -1.19 -0.47
H -2.37 0.29 0.20
H -0.65 2.10 0.29
H 0.50 -1.81 -0.09
*
```

The total energy comes out at -376.7064 hartree. As for the strongest force on any atom: 1.42 eV Å⁻¹. Its SMILES is Nc1coc(=O)[nH]1. Its LUMO energy is 0.59 eV. Its HOMO energy is -8.23 eV. As for the energy above the lowest of the compared OMol25 structures with the same formula, charge and spin: 1.562 eV.


# 9
Here is a 4-piece molecular cluster, C6H17NO4 overall in a non-equilibrium geometry from the Open Molecules 2025 dataset. Energies are from ωB97M-V/def2-TZVPD.

ORCA input file:
```
! wB97M-V def2-TZVPD RIJCOSX def2/J DEFGRID3
* xyz 0 1
C -2.70 0.45 -0.55
C -2.51 -1.04 -0.20
C -1.18 -1.27 0.40
C -0.03 -1.08 -0.25
C 1.32 -1.11 0.32
C 2.31 -1.71 -0.34
O 3.68 -1.68 0.17
N -3.94 0.97 0.13
H -1.80 1.12 -0.31
H -2.87 0.60 -1.69
H -3.36 -1.41 0.57
H -2.62 -1.64 -1.22
H -1.13 -1.46 1.49
H -0.11 -0.80 -1.33
H 1.61 -0.50 1.21
H 2.26 -2.53 -1.00
H 3.82 -1.06 0.88
H -3.71 1.20 1.09
H -4.23 1.83 -0.29
H -0.95 1.55 2.85
H 0.23 1.34 1.88
O -0.68 1.02 2.12
H 2.35 2.72 0.36
H 2.24 1.58 -0.75
O 2.49 1.79 0.17
H 0.43 0.94 -2.60
H 0.36 2.36 -1.71
O 0.98 1.60 -2.04
*
```

The total energy comes out at -594.4219 hartree. As for the strongest force on any atom: 4.52 eV Å⁻¹. Its SMILES is NCC/C=C/C=C/O.O.O.O. Its LUMO energy is 0.17 eV. Its HOMO energy is -8.06 eV. As for the energy above the lowest of the compared OMol25 structures with the same formula, charge and spin: 3.214 eV.